The following is a DFT calculation (ωB97M-V/def2-TZVPD) of C4H6O2 as an isolated structure.

Properties
net charge = 0
ΔE to the lowest compared entry with this formula, charge and spin = 2.513 eV
Kohn-Sham gap = 9.949 eV

Positions of all 12 atoms, in Å:
O1 1.2760 -0.9545 2.0802
C1 0.6802 -0.2125 1.1552
C2 -0.1799 -0.7233 0.0260
C3 -0.2582 0.7993 -0.2941
O2 -0.8105 1.4270 -1.1630
C4 0.5961 1.1081 0.8630
H1 1.7723 -0.3833 2.6844
H2 -1.7276 -0.5409 -3.3666
H3 -1.1245 -1.1916 0.3194
H4 0.3287 -1.3358 -0.7249
H5 -1.5466 -0.0120 -2.8724
H6 0.9941 2.0196 1.2930

Electronic structure analysis, Mulliken charges in units of e: -0.492 0.733 -0.566 0.679 -0.566 -0.957 0.336 0.224 0.229 0.248 -0.238 0.371